The following is a DFT calculation (ωB97M-V with the def2-TZVPD basis set) of a structure of composition C20H21N4O6S2Se2W.

**Kohn-Sham gap (spin up / spin down)**: 6.10 / 4.86 eV
**Multiplicity**: 3
**Net charge**: +1
**ΔE to the lowest compared entry with this formula, charge and spin**: 48.1 kcal/mol
**Electronic energy**: -7111.3658 hartree
**HOMO (spin up / spin down)**: -10.72 / -10.80 eV

```
56
Properties=species:S:1:pos:R:3:mulliken_spin:R:1
W 0.60857 -0.59033 0.46342 0.769
O -0.78430 -3.70734 2.70952 0.034
C -0.38134 -2.63726 2.37456 0.004
O 0.20502 -2.37012 1.19847 0.023
C -0.46256 -1.38252 3.18881 0.024
C -0.95106 -1.24779 4.47193 -0.005
C -0.95879 0.02326 5.03784 0.017
C -0.51260 1.11624 4.29978 -0.014
C -0.05961 0.88720 3.01908 0.026
N -0.01642 -0.33488 2.50796 -0.033
C 0.32170 1.91535 2.00220 -0.009
O 0.38251 3.08984 2.17752 -0.002
O 0.56128 1.31608 0.81438 -0.033
H -1.31993 -2.12002 4.99296 0.000
H -1.33214 0.16625 6.04244 0.000
H -0.53403 2.12553 4.68533 0.000
C 3.08713 -2.04129 2.50861 0.033
Se 3.00283 -0.81095 0.99238 0.027
C 2.78397 -3.96178 -0.85734 0.002
C 3.20713 -3.34583 -1.94910 0.001
Se 1.35881 0.36904 -1.95159 0.933
C 2.74757 1.64781 -1.54878 -0.017
H 2.30715 -2.79068 2.41628 -0.001
H 2.98676 -1.47986 3.43419 0.006
H 4.06344 -2.51630 2.47532 -0.001
H 1.85546 -4.51459 -0.81635 0.000
H 3.37563 -3.96675 0.05001 0.001
H 2.64567 -3.35418 -2.87694 0.000
H 4.15488 -2.82176 -1.96882 -0.001
H 3.69192 1.10318 -1.51088 0.035
H 2.53531 2.10863 -0.58757 0.007
H 2.77954 2.38210 -2.34864 0.009
N -1.27761 4.92429 -3.95837 0.001
C -1.61703 3.98775 -3.03037 -0.001
C -1.29238 4.17237 -1.67771 -0.004
C -1.63011 3.22165 -0.73869 0.003
C -2.30260 2.06964 -1.13629 0.020
C -2.63886 1.87185 -2.47563 0.003
C -2.29817 2.81938 -3.41327 -0.004
S -2.60839 0.80058 0.00533 -0.001
O -3.79898 0.08836 -0.35552 0.002
O -2.40228 1.29547 1.33590 0.003
N -1.35557 -0.25627 -0.25404 0.060
C -1.41638 -1.34752 -1.05297 0.038
S -2.73626 -2.22463 -1.67719 0.010
C -1.60633 -3.43276 -2.19873 0.006
C -0.34568 -3.11740 -1.86149 -0.006
N -0.21071 -1.88103 -1.24003 0.036
H -0.88137 5.80170 -3.67750 0.000
H -1.58363 4.83679 -4.90937 0.000
H -0.78737 5.07883 -1.36776 0.001
H -1.38681 3.37839 0.30284 -0.004
H -3.18498 0.98539 -2.77273 0.000
H -2.57261 2.67684 -4.45098 0.000
H -1.93687 -4.30324 -2.73989 0.001
H 0.52149 -3.70272 -2.10247 -0.001
```

---

The following is a DFT calculation (ωB97M-V with the def2-TZVPD basis set) of the molecule C4H7NO.

**Kohn-Sham gap**: 10.91 eV
**Multiplicity**: 1
**ΔE to the lowest compared entry with this formula, charge and spin**: 37.6 kcal/mol
**SMILES**: CC(=O)[C@H]1CN1
**Electronic energy**: -286.5717 hartree
**HOMO**: -9.90 eV

```
13
Properties=species:S:1:pos:R:3:lowdin_charge:R:1
C -0.92418 -1.75826 0.02807 -0.009
C -0.05238 -0.61325 0.48028 -0.416
O 0.30663 -0.49068 1.63620 0.070
C 0.37814 0.38644 -0.54906 -0.259
C 0.22635 1.81837 -0.15329 -0.129
N 1.53579 1.21004 -0.22541 0.034
H -0.27902 -2.59516 -0.26283 0.094
H -1.53698 -1.49051 -0.83748 0.082
H -1.55522 -2.08886 0.85525 0.086
H 0.26990 0.10654 -1.59451 0.136
H -0.20540 2.00911 0.82750 0.113
H 0.00522 2.55593 -0.92101 0.103
H 1.83115 0.95029 0.71629 0.095
```

---

The following is a DFT calculation (ωB97M-V with the def2-TZVPD basis set) of a cluster of 2 separate species, C4H4 in total.

**Kohn-Sham gap**: 10.89 eV
**Multiplicity**: 1
**ΔE to the lowest compared entry with this formula, charge and spin**: 63.7 kcal/mol
**SMILES**: C#C.C#C
**Electronic energy**: -154.6189 hartree
**HOMO**: -9.66 eV

```
8
Properties=species:S:1:pos:R:3:lowdin_charge:R:1
C 1.60343 -0.47608 -0.24316 -0.044
C 1.52396 0.68164 0.06145 -0.002
C -1.06310 -0.50208 0.24077 -0.074
C -1.99390 0.19305 -0.24054 -0.024
H 1.68212 -1.49367 -0.49295 0.028
H 1.39671 1.71525 0.28137 0.034
H -0.25947 -1.05562 0.75894 0.018
H -2.88974 0.93751 -0.36587 0.063
```

---

The following is a DFT calculation (ωB97M-V with the def2-TZVPD basis set) of the molecule C3H7N3O.

**Kohn-Sham gap**: 7.67 eV
**Multiplicity**: 1
**ΔE to the lowest compared entry with this formula, charge and spin**: 78.4 kcal/mol
**Electronic energy**: -357.9249 hartree
**HOMO**: -7.24 eV

```
14
Properties=species:S:1:pos:R:3:lowdin_charge:R:1
C -1.53827 -0.17782 1.83911 -0.148
N -0.10243 -0.65320 1.60125 -0.029
C 0.52262 -0.72516 0.24041 -0.474
O 1.18315 -1.68469 -0.07330 0.110
N 0.23972 0.36654 -0.50347 0.114
C 0.71524 0.53054 -1.80579 -0.249
N 0.42453 1.57774 -2.45104 0.104
H -2.12138 -0.69721 1.06576 -0.014
H -1.51997 0.89746 1.59619 -0.032
H -0.00670 -1.60491 1.96210 0.146
H 0.49721 -0.07603 2.19457 0.156
H -0.45772 1.01544 -0.14798 0.133
H 1.32171 -0.31460 -2.13931 0.132
H 0.84228 1.54591 -3.37851 0.050
```

---

The following is a DFT calculation (ωB97M-V with the def2-TZVPD basis set) of the molecule C20H25N3O5S.

**Kohn-Sham gap**: 9.10 eV
**Multiplicity**: 1
**ΔE to the lowest compared entry with this formula, charge and spin**: 32.2 kcal/mol
**SMILES**: CC(=O)Nc1ccc(S(=O)(=O)NNC(=O)COc2cc(C)ccc2C(C)C)cc1
**Electronic energy**: -1715.7774 hartree
**HOMO**: -8.59 eV

```
54
Properties=species:S:1:pos:R:3:lowdin_charge:R:1
C 7.96447 2.16531 -0.97837 0.000
C 7.00523 1.40074 -0.09146 -0.507
O 7.03479 1.44315 1.11391 0.077
N 6.11033 0.66025 -0.82147 0.118
C 5.07545 -0.15713 -0.37539 -0.203
C 4.30468 -0.81325 -1.33914 -0.005
C 3.25602 -1.62448 -0.95853 -0.065
C 2.98244 -1.78128 0.38503 -0.309
C 3.74275 -1.15647 1.35282 -0.048
C 4.79312 -0.34066 0.97863 0.017
H 5.39330 0.15979 1.71972 0.103
H 3.51230 -1.32334 2.39326 0.119
S 1.60258 -2.78806 0.89475 0.678
O 1.00174 -3.42235 -0.24183 -0.286
O 1.99114 -3.57845 2.02059 -0.281
N 0.39353 -1.71833 1.48786 -0.078
N -0.41660 -1.19709 0.48940 0.027
C 0.04204 -0.29160 -0.40499 -0.471
O 1.10390 0.28382 -0.28163 0.084
C -0.93013 -0.03325 -1.55415 -0.093
O -2.25992 -0.36018 -1.25627 -0.058
C -2.93960 0.41991 -0.34239 -0.194
C -2.35438 1.47437 0.34361 0.026
C -3.08409 2.22753 1.25360 -0.271
C -4.41504 1.90473 1.46994 -0.044
C -4.99572 0.84919 0.79219 -0.024
C -4.28180 0.08921 -0.12099 -0.141
C -4.91984 -1.07279 -0.84457 -0.375
C -6.13982 -0.61877 -1.64829 -0.062
H -6.92356 -0.24749 -0.99284 0.073
H -6.54033 -1.45191 -2.22158 0.077
H -5.86438 0.17542 -2.33841 0.083
C -5.30326 -2.17336 0.14753 -0.057
H -4.43164 -2.50100 0.70978 0.079
H -5.71454 -3.02961 -0.38234 0.078
H -6.04938 -1.81467 0.85251 0.076
H -4.18334 -1.47902 -1.54243 0.129
H -6.03104 0.61010 0.98141 0.113
H -4.99778 2.47831 2.17544 0.111
C -2.44432 3.37630 1.97211 -0.047
H -2.79563 3.43096 3.00012 0.079
H -2.70345 4.31442 1.48028 0.085
H -1.36128 3.28167 1.97275 0.076
H -1.31562 1.72249 0.18831 0.112
H -0.82229 1.00502 -1.89278 0.144
H -0.64511 -0.69667 -2.37824 0.149
H -1.20955 -1.77925 0.25049 0.157
H 0.79831 -0.98276 2.05572 0.119
H 2.64275 -2.13812 -1.68130 0.116
H 4.52793 -0.67757 -2.38779 0.114
H 6.19525 0.71604 -1.82750 0.142
H 7.41693 2.85469 -1.61772 0.084
H 8.52933 1.47752 -1.60415 0.084
H 8.65317 2.72792 -0.35521 0.085
```

---

The following is a DFT calculation (ωB97M-V with the def2-TZVPD basis set) of a structure of composition C26H59N8O13S2.

**Kohn-Sham gap**: 8.00 eV
**Multiplicity**: 1
**Net charge**: -1
**Electronic energy**: -3238.6635 hartree
**HOMO**: -6.00 eV

```
108
Properties=species:S:1:pos:R:3:lowdin_charge:R:1
C -1.42118 1.57973 0.88050 -0.124
O -1.20457 2.91808 1.25762 -0.194
C -2.15522 3.78807 0.66059 -0.231
C -1.95417 4.00105 -0.84456 -0.177
C -1.21507 5.29190 -1.25450 -0.194
C 0.07920 5.59975 -0.46504 -0.183
C 1.37021 5.49048 -1.31896 -0.184
C 2.48441 4.63161 -0.67292 -0.215
C 3.14311 3.53555 -1.51022 -0.266
S 2.13712 2.16434 -2.04782 0.522
O 3.07716 1.07569 -2.28779 -0.361
O 1.12625 1.94261 -1.03033 -0.325
N 1.55986 2.73706 -3.44215 -0.324
S 0.90373 1.70710 -4.43481 0.480
O 1.70721 1.40622 -5.59717 -0.305
O 0.13610 0.65587 -3.81434 -0.311
O -0.25127 2.67901 -5.14562 -0.263
N -1.23521 3.18395 -4.22202 -0.031
O -2.30517 2.82096 -4.50809 0.061
H -0.61489 0.97668 1.30768 0.088
H -1.36431 1.44359 -0.20656 0.072
H -2.38189 1.20854 1.26867 0.082
H -3.16721 3.40828 0.85875 0.113
H -2.03662 4.73071 1.20482 0.121
H -2.95181 4.01056 -1.30901 0.104
H -1.42027 3.13905 -1.27311 0.092
H -0.93096 5.17268 -2.29946 0.078
H -1.91533 6.13644 -1.22495 0.100
H 0.01534 6.61522 -0.05168 0.100
H 0.18187 4.93073 0.39100 0.091
H 1.77079 6.50636 -1.43692 0.098
H 1.14273 5.13462 -2.32683 0.088
H 2.11428 4.16021 0.24241 0.106
H 3.31084 5.28482 -0.36452 0.101
H 3.86876 3.03035 -0.86580 0.070
H 3.68569 3.92004 -2.37739 0.103
C 7.21559 2.04928 1.22184 -0.013
C 6.70186 3.14160 0.31280 -0.540
O 5.66431 3.73548 0.54008 0.040
N 7.43913 3.43269 -0.79411 0.012
C 8.67638 2.82563 -1.23394 -0.083
H 6.51218 1.94174 2.04131 0.082
H 7.28752 1.10167 0.68701 0.076
H 8.19812 2.30178 1.62355 0.083
H 7.03410 4.15751 -1.36526 0.141
H 9.47267 3.56993 -1.30373 0.079
H 8.55290 2.36114 -2.21399 0.085
H 8.98711 2.05915 -0.53139 0.068
C -4.95427 -2.04752 2.77895 -0.016
C -5.40766 -0.68508 2.30968 -0.560
O -5.20874 0.32811 2.96774 0.007
N -5.99728 -0.61864 1.09463 0.022
C -6.28263 -1.68522 0.15456 -0.078
H -4.44437 -1.91622 3.72977 0.078
H -5.78796 -2.73842 2.90291 0.083
H -4.26505 -2.47317 2.05170 0.067
H -6.23427 0.31923 0.81012 0.134
H -5.73841 -1.50651 -0.76899 0.069
H -7.34425 -1.70531 -0.08871 0.079
H -5.98834 -2.65366 0.55098 0.054
C -2.46965 -5.35226 0.22128 -0.001
C -3.58443 -5.22602 1.23531 -0.545
O -4.65937 -4.72922 0.94251 0.016
N -3.31833 -5.64112 2.50243 0.014
C -2.05200 -6.14865 2.98820 -0.079
H -2.83146 -4.95935 -0.72373 0.085
H -1.58887 -4.78730 0.52868 0.082
H -2.17717 -6.39428 0.08694 0.087
H -4.08818 -5.54205 3.14437 0.137
H -2.15066 -7.15812 3.39290 0.082
H -1.67212 -5.49339 3.77522 0.083
H -1.32634 -6.16086 2.18232 0.052
C -5.05829 1.07243 -3.05927 -0.002
C -6.50579 0.64235 -3.12028 -0.537
O -7.07814 0.17088 -2.14943 0.018
N -7.15648 0.79613 -4.30464 0.004
C -6.63476 1.32968 -5.54628 -0.077
H -4.68738 0.88567 -2.05587 0.081
H -4.44979 0.51122 -3.76899 0.091
H -4.95274 2.13531 -3.27902 0.080
H -8.11628 0.49141 -4.28041 0.134
H -7.19749 2.21223 -5.85620 0.080
H -6.69372 0.58664 -6.34380 0.081
H -5.59544 1.61478 -5.42305 0.071
C 2.41176 -6.76284 3.23561 -0.006
C 1.71519 -5.49891 2.79110 -0.565
O 1.17719 -5.40435 1.69605 0.012
N 1.71308 -4.45321 3.64992 0.010
C 2.33598 -4.34238 4.95582 -0.069
H 2.32824 -7.49208 2.43545 0.081
H 3.46599 -6.57241 3.43822 0.085
H 1.94997 -7.16609 4.13766 0.083
H 1.21229 -3.64793 3.30543 0.142
H 1.58647 -4.13849 5.72298 0.082
H 3.05582 -3.52604 4.92690 0.062
H 2.85475 -5.26087 5.20966 0.073
C 5.50112 -1.20523 1.67332 -0.018
C 4.44757 -2.12144 2.24745 -0.538
O 4.48510 -2.48030 3.42022 0.006
N 3.46325 -2.52985 1.41540 0.026
C 3.25842 -2.18443 0.01830 -0.049
H 6.21071 -0.97287 2.46139 0.078
H 6.02702 -1.68519 0.84738 0.087
H 5.05413 -0.27989 1.30927 0.083
H 2.80179 -3.16113 1.84044 0.100
H 2.29402 -1.69667 -0.12098 0.093
H 3.28350 -3.08081 -0.60217 0.085
H 4.03333 -1.50580 -0.32100 0.072
```

---

The following is a DFT calculation (ωB97M-V with the def2-TZVPD basis set) of a structure of composition C7H6O5Sc.

**Kohn-Sham gap**: 5.36 eV
**Multiplicity**: 1
**Net charge**: +3
**ΔE to the lowest compared entry with this formula, charge and spin**: 64.7 kcal/mol
**Electronic energy**: -1405.9503 hartree
**HOMO**: -21.48 eV

```
19
Properties=species:S:1:pos:R:3:lowdin_charge:R:1
O 0.77288 1.66459 -2.76472 0.228
C 0.39900 1.07674 -1.84126 0.111
Sc -1.44077 0.08810 -0.25321 1.373
O 4.55774 -0.20149 0.86126 0.071
C 3.47933 -0.32374 0.53610 -0.022
C -1.10131 -1.59116 -1.36665 0.046
O -1.29088 -2.54040 -2.07437 0.302
C -0.34565 -1.37987 1.62495 0.121
O -0.38671 -2.08050 2.56357 0.216
C -3.27947 3.06545 0.50097 0.107
C -2.15160 2.58972 1.39260 -0.242
C -1.69563 3.09047 2.70606 0.113
O -1.52314 1.61244 0.93014 -0.093
H -3.69231 3.80774 1.13092 0.116
H -3.94979 2.31732 0.35501 0.090
H -2.89787 3.50658 -0.33754 0.106
H -1.78535 2.36549 3.43682 0.118
H -0.76376 3.53073 2.64390 0.123
H -2.41328 3.85106 2.88632 0.116
```